1.
C2H4Cl3P | wB97M-V/def2-TZVPD

Computed properties:
HOMO energy, Eh: -0.3632
Structure (SMILES): PC(Cl)(Cl)CCl
Kohn-Sham gap, eV: 10.6
LUMO, eV: 0.724
Largest force on an atom, Eh/bohr: 0.0758

Geometry as XYZ:
```
10
C2H4Cl3P wB97M-V/def2-TZVPD
P -1.55 0.54 0.54
C 0.26 0.45 -0.07
Cl 1.13 1.48 1.00
Cl 0.53 0.90 -1.69
C 0.64 -1.20 0.11
Cl 2.39 -1.35 0.27
H -2.02 0.35 -0.87
H -1.81 2.04 0.63
H 0.18 -1.53 1.00
H 0.26 -1.67 -0.91
```

Atom charges from the Löwdin analysis, given in e for atoms 1 to 5: 0.7313, -1.6799, 0.5435, 0.5830, -0.6880

---

2.
C16H20N4O3 | wB97M-V/def2-TZVPD

Computed properties:
HOMO energy, Eh: -0.2697
Structure (SMILES): COc1ccc2nc3[nH]nc(C)c3c(NCCOCCO)c2c1
Kohn-Sham gap, eV: 7.6
LUMO, eV: 0.284
Largest force on an atom, Eh/bohr: 0.0160

Geometry as XYZ:
```
43
C16H20N4O3 wB97M-V/def2-TZVPD
C 3.16 1.80 0.24
O 2.36 2.93 0.02
C 1.02 2.75 -0.21
C 0.29 3.93 -0.45
C -1.04 3.85 -0.76
C -1.72 2.61 -0.80
N -3.01 2.64 -1.18
C -3.58 1.46 -1.25
N -4.86 1.20 -1.62
N -5.14 -0.12 -1.54
C -4.07 -0.73 -1.10
C -4.08 -2.21 -0.91
C -3.01 0.21 -0.89
C -1.70 0.18 -0.41
N -1.15 -0.99 0.04
C -0.30 -1.13 1.19
C 1.03 -1.83 0.85
O 2.03 -1.30 1.69
C 3.20 -2.07 1.79
C 4.05 -2.11 0.51
O 5.31 -2.69 0.74
C -1.00 1.42 -0.46
C 0.39 1.53 -0.21
H 3.19 1.16 -0.65
H 2.82 1.21 1.10
H 4.16 2.18 0.44
H 0.81 4.87 -0.42
H -1.61 4.74 -0.99
H -5.55 1.85 -1.95
H -3.31 -2.68 -1.52
H -5.05 -2.59 -1.22
H -3.91 -2.47 0.13
H -1.77 -1.78 -0.10
H -0.06 -0.14 1.60
H -0.81 -1.69 1.98
H 1.27 -1.65 -0.21
H 0.95 -2.92 1.00
H 2.95 -3.10 2.10
H 3.79 -1.61 2.59
H 4.25 -1.09 0.18
H 3.51 -2.64 -0.28
H 5.19 -3.59 1.05
H 0.96 0.63 -0.08
```

Atom charges from the Löwdin analysis, given in e for atoms 1 to 5: -0.0890, -0.0820, -0.2681, 0.0090, -0.0084

---

3.
C19H15BrClNO3 | wB97M-V/def2-TZVPD

Computed properties:
HOMO energy, Eh: -0.3266
Structure (SMILES): CC(=O)Nc1c(CCc2ccccc2)oc2c(Br)cc(Cl)cc2c1=O
Kohn-Sham gap, eV: 8.5
LUMO, eV: -0.423
Largest force on an atom, Eh/bohr: 0.0636

Geometry as XYZ:
```
40
C19H15BrClNO3 wB97M-V/def2-TZVPD
C -0.58 4.18 2.67
C -0.27 3.29 1.50
O 0.09 3.80 0.43
N -0.72 1.98 1.54
C -0.97 1.18 0.38
C 0.02 0.80 -0.51
C 1.49 1.19 -0.32
C 2.50 0.19 -0.89
C 2.68 -1.01 -0.01
C 1.85 -2.12 -0.17
C 1.93 -3.21 0.70
C 2.88 -3.26 1.70
C 3.76 -2.16 1.84
C 3.62 -1.01 1.03
O -0.29 -0.08 -1.50
C -1.63 -0.44 -1.78
C -1.88 -1.25 -2.92
Br -0.48 -1.69 -4.07
C -3.16 -1.69 -3.21
C -4.22 -1.39 -2.32
Cl -5.82 -1.97 -2.61
C -3.97 -0.66 -1.18
C -2.66 -0.13 -0.93
C -2.32 0.63 0.24
O -3.20 0.82 1.11
H 0.21 4.10 3.41
H -0.62 5.20 2.30
H -1.55 3.89 3.09
H -1.34 1.83 2.33
H 1.60 2.09 -0.89
H 1.68 1.43 0.74
H 2.20 -0.07 -1.94
H 3.45 0.70 -1.01
H 1.09 -2.11 -0.93
H 1.21 -4.04 0.59
H 2.88 -4.09 2.41
H 4.47 -2.15 2.62
H 4.21 -0.12 1.18
H -3.37 -2.24 -4.13
H -4.78 -0.42 -0.48
```

Atom charges from the Löwdin analysis, given in e for atoms 1 to 5: 0.0079, -0.4863, 0.0433, 0.1247, -0.0791

---

4.
C5H11NOS | wB97M-V/def2-TZVPD

Computed properties:
HOMO energy, Eh: -0.3235
Kohn-Sham gap, eV: 5.2
LUMO, eV: -3.567
Largest force on an atom, Eh/bohr: 0.0688

Geometry as XYZ:
```
19
C5H11NOS wB97M-V/def2-TZVPD
C -0.83 -0.75 1.28
C -0.30 -2.14 1.16
S 0.60 -2.62 -0.33
C 0.28 0.35 0.97
N -0.26 1.48 0.17
C 0.40 1.65 -1.19
C 0.11 0.44 -2.06
O 0.87 0.80 2.03
H -1.62 -0.68 0.53
H -1.10 -0.55 2.32
H 0.49 -2.24 1.93
H -1.09 -2.87 1.41
H 1.02 -0.26 0.30
H -0.05 2.31 0.71
H -0.01 2.60 -1.52
H 1.46 1.83 -0.91
H -0.99 0.48 -2.19
H 0.39 -0.49 -1.61
H 0.63 0.66 -3.00
```

Atom charges from the Löwdin analysis, given in e for atoms 1 to 5: -0.1711, -0.6643, 0.6613, -0.5509, 0.0255

---

5.
CH3N2O | wB97M-V/def2-TZVPD

Computed properties:
HOMO energy, Eh: -0.0760
Structure (SMILES): [H]/N=C\N[O-]
Kohn-Sham gap, eV: 7.2
Net charge: -1
LUMO, eV: 5.158
Largest force on an atom, Eh/bohr: 0.0609

Geometry as XYZ:
```
7
CH3N2O wB97M-V/def2-TZVPD
H 1.09 -1.60 -0.55
N 1.27 -1.01 0.28
C 0.52 0.06 0.36
N -0.77 0.24 0.01
O -1.32 1.53 -0.19
H 0.48 1.15 0.67
H -1.27 -0.37 -0.58
```

Atom charges from the Löwdin analysis, given in e for atoms 1 to 5: -0.0236, -0.0665, -0.4178, -0.2323, -0.4399

---

6.
C4H13NO3 | wB97M-V/def2-TZVPD

Computed properties:
HOMO energy, Eh: -0.3298
Structure (SMILES): CN[C@@H](C)C=O.O.O
Kohn-Sham gap, eV: 9.3
LUMO, eV: 0.362
Largest force on an atom, Eh/bohr: 0.0316

Geometry as XYZ:
```
21
C4H13NO3 wB97M-V/def2-TZVPD
C 1.21 0.00 -0.36
N 1.16 0.36 1.04
C -0.11 0.84 1.57
C -0.85 1.84 0.68
C -0.92 -0.42 1.83
O -1.44 -0.73 2.87
H 0.86 0.85 -0.95
H 2.21 -0.25 -0.72
H 0.53 -0.78 -0.62
H 1.91 0.98 1.32
H 0.03 1.28 2.55
H -1.64 2.43 1.16
H -0.15 2.45 0.12
H -1.45 1.34 -0.10
H -0.92 -1.16 0.99
O 1.03 0.82 -3.53
H 0.32 0.57 -2.92
H 1.54 0.01 -3.43
O -0.43 -2.39 -2.23
H -1.06 -2.61 -1.53
H 0.27 -3.03 -2.04
```

Atom charges from the Löwdin analysis, given in e for atoms 1 to 5: -0.1247, -0.0811, -0.3749, -0.0559, -0.2300

---

7.
H16O7S | wB97M-V/def2-TZVPD

Computed properties:
HOMO energy, Eh: -0.3557
Structure (SMILES): O.O.O.O.O.O.O.S
Kohn-Sham gap, eV: 9.8
LUMO, eV: 0.141
Largest force on an atom, Eh/bohr: 0.0230

Geometry as XYZ:
```
24
H16O7S wB97M-V/def2-TZVPD
O 1.64 -0.39 -2.07
H 2.39 -0.80 -2.52
H 1.34 -0.94 -1.34
O -1.69 -1.89 -1.31
H -1.30 -2.15 -0.48
H -1.51 -2.65 -1.87
O -0.69 1.39 1.04
H -0.61 2.30 0.75
H -0.95 0.94 0.22
O -1.82 0.92 3.63
H -2.38 1.54 3.16
H -0.97 1.10 3.21
O 1.22 -2.60 2.04
H 0.47 -2.76 2.61
H 1.59 -1.77 2.37
O -2.55 0.70 -0.92
H -3.15 0.79 -1.65
H -2.10 -0.16 -1.05
O 1.49 0.18 2.15
H 1.06 0.68 1.43
H 1.43 0.78 2.89
S 2.45 1.42 -4.71
H 3.18 2.08 -3.80
H 1.47 1.28 -3.79
```

Atom charges from the Löwdin analysis, given in e for atoms 1 to 5: -0.0881, 0.0257, 0.0251, -0.0378, 0.0587

---

8.
C45H90O45 | wB97M-V/def2-TZVPD

Computed properties:
HOMO energy, Eh: -0.3834
Kohn-Sham gap, eV: 10.5
LUMO, eV: 0.113
Largest force on an atom, Eh/bohr: 0.0962

Geometry as XYZ:
```
180
C45H90O45 wB97M-V/def2-TZVPD
C 18.64 5.91 10.93
O 19.81 6.84 11.00
C 20.58 7.07 12.20
O 20.26 6.63 13.31
O 21.73 7.63 11.90
C 22.81 7.91 12.82
H 17.76 6.40 10.52
H 18.30 5.56 11.91
H 18.99 4.97 10.49
H 23.75 7.38 12.67
H 22.58 7.68 13.86
H 23.24 8.89 12.64
C 19.39 4.88 16.17
O 18.36 4.40 17.00
C 17.52 3.40 16.58
O 17.51 2.77 15.51
O 16.70 3.09 17.62
C 15.60 2.21 17.42
H 18.99 5.69 15.57
H 19.87 4.24 15.43
H 20.20 5.31 16.76
H 14.65 2.73 17.29
H 15.49 1.61 18.33
H 15.74 1.56 16.55
C 26.05 8.40 13.80
O 26.67 8.58 12.55
C 27.79 7.97 12.17
O 28.38 7.08 12.81
O 28.12 8.61 11.12
C 29.35 8.42 10.48
H 25.85 7.35 14.05
H 25.10 8.93 13.87
H 26.72 8.84 14.54
H 29.13 8.34 9.41
H 30.01 7.60 10.76
H 30.02 9.27 10.68
C 24.28 11.68 14.73
O 25.55 11.23 14.51
C 26.37 11.97 13.78
O 26.25 13.12 13.39
O 27.45 11.28 13.55
C 28.54 11.94 12.83
H 23.82 11.05 15.48
H 23.58 11.50 13.92
H 24.21 12.75 14.91
H 28.83 12.86 13.33
H 28.22 12.10 11.80
H 29.42 11.31 12.70
C 19.10 9.18 8.80
O 18.68 9.75 10.01
C 17.45 9.75 10.34
O 16.62 8.97 9.95
O 17.19 10.85 11.08
C 15.79 11.24 11.23
H 19.69 8.30 9.04
H 19.81 9.86 8.33
H 18.37 8.94 8.02
H 15.33 10.69 12.05
H 15.21 10.99 10.34
H 15.76 12.30 11.49
C 17.50 1.03 8.17
O 18.10 0.57 9.39
C 18.39 1.37 10.45
O 18.15 2.60 10.44
O 19.06 0.63 11.40
C 19.53 1.36 12.58
H 16.42 0.93 8.21
H 17.93 0.31 7.47
H 17.77 2.02 7.82
H 20.26 2.11 12.27
H 19.82 0.80 13.47
H 18.64 1.85 12.97
C 23.36 5.66 16.16
O 24.68 5.15 15.73
C 25.70 5.35 16.52
O 25.65 5.85 17.66
O 26.85 5.07 15.87
C 28.06 5.50 16.33
H 23.26 5.55 17.24
H 22.51 5.22 15.64
H 23.23 6.74 16.07
H 28.12 5.32 17.40
H 28.23 6.56 16.16
H 28.87 4.98 15.82
C 20.32 10.36 12.60
O 19.76 11.69 12.70
C 20.49 12.83 12.75
O 21.75 12.88 12.81
O 19.68 13.88 12.93
C 20.09 15.22 12.99
H 20.83 10.09 13.52
H 20.96 10.24 11.73
H 19.54 9.62 12.41
H 19.41 15.93 13.45
H 20.14 15.43 11.93
H 21.07 15.35 13.46
C 17.03 5.84 7.45
O 18.17 5.95 6.69
C 18.33 5.19 5.57
O 17.47 4.43 5.11
O 19.58 5.32 5.22
C 19.97 4.61 3.97
H 16.21 6.32 6.92
H 17.09 6.33 8.42
H 16.77 4.82 7.75
H 19.59 5.09 3.06
H 19.51 3.63 3.87
H 21.04 4.44 3.89
C 25.57 10.26 6.74
O 26.59 10.66 7.63
C 26.32 10.95 8.92
O 27.13 11.59 9.64
O 25.17 10.39 9.36
C 24.62 10.92 10.57
H 25.05 9.32 6.95
H 25.90 10.32 5.71
H 24.77 11.00 6.69
H 23.70 10.34 10.69
H 24.47 11.99 10.46
H 25.27 10.73 11.42
C 21.99 5.39 8.41
O 22.46 4.04 8.33
C 21.93 3.07 9.09
O 21.27 3.21 10.13
O 22.20 1.88 8.40
C 21.87 0.59 8.91
H 21.06 5.62 7.90
H 22.64 6.05 7.83
H 22.01 5.72 9.45
H 22.57 -0.22 8.69
H 20.86 0.30 8.62
H 22.01 0.48 9.98
C 16.32 8.11 13.54
O 15.96 7.01 14.21
C 15.70 7.08 15.53
O 15.68 8.10 16.19
O 15.19 5.86 15.89
C 14.65 5.76 17.17
H 17.36 8.45 13.60
H 15.65 8.95 13.73
H 16.08 7.83 12.52
H 15.30 5.48 17.99
H 14.04 4.86 17.17
H 14.09 6.62 17.53
C 25.17 1.04 14.11
O 24.13 2.03 13.85
C 22.88 1.94 14.36
O 22.44 1.01 15.10
O 22.10 3.04 14.05
C 22.42 4.16 13.15
H 26.14 1.52 14.22
H 25.33 0.34 13.29
H 24.88 0.52 15.02
H 22.87 5.01 13.66
H 21.43 4.45 12.81
H 22.92 3.74 12.28
C 23.56 9.09 17.23
O 22.37 9.48 16.55
C 21.21 8.77 16.66
O 21.08 7.72 17.29
O 20.18 9.39 16.05
C 19.01 8.73 15.77
H 23.68 9.71 18.12
H 24.48 9.26 16.67
H 23.61 8.07 17.61
H 19.06 7.94 15.02
H 18.22 9.44 15.50
H 18.67 8.25 16.69
C 26.38 4.15 12.63
O 26.46 4.93 11.47
C 25.41 5.62 10.90
O 24.24 5.58 11.30
O 25.83 6.26 9.79
C 24.90 6.69 8.78
H 26.30 3.09 12.42
H 25.75 4.56 13.43
H 27.36 4.34 13.05
H 24.60 5.90 8.09
H 25.31 7.45 8.12
H 24.01 7.09 9.26
```

Atom charges from the Löwdin analysis, given in e for atoms 1 to 5: 0.0082, -0.0753, -0.5070, 0.0749, 0.0085

---

9.
C4H8N2S | wB97M-V/def2-TZVPD

Computed properties:
HOMO energy, Eh: -0.3052
Structure (SMILES): NC/C=C\C=N/S
Kohn-Sham gap, eV: 8.4
LUMO, eV: 0.058
Largest force on an atom, Eh/bohr: 0.1194

Geometry as XYZ:
```
15
C4H8N2S wB97M-V/def2-TZVPD
N -0.20 0.95 -1.42
C -0.33 -0.49 -1.38
C 0.29 -1.35 -0.31
C 1.02 -0.97 0.74
C 1.02 0.39 1.12
N -0.03 1.25 1.21
S -1.59 0.55 1.30
H -0.85 1.54 -0.76
H 0.80 1.27 -1.18
H -1.47 -0.86 -1.23
H 0.06 -0.86 -2.30
H -0.10 -2.40 -0.20
H 1.63 -1.72 1.34
H 1.96 0.90 1.59
H -2.22 1.80 1.47
```

Atom charges from the Löwdin analysis, given in e for atoms 1 to 5: -0.0720, -0.3411, -0.1478, -0.1650, -0.3031